# C30H47CoN5OPSbSi3

C30H47CoN5OPSbSi3 as an isolated structure (ωB97M-V/def2-TZVPD, the OMol25 dataset).

Each line ends with the Löwdin charge.
Positions of all 89 atoms, in Å:
Sb1 -2.2654 0.7939 0.3674  0.9783
Co1 0.2891 0.1027 -0.1753  0.3802
P1 1.8250 -0.9753 -1.2730  0.9990
Si1 -2.2700 3.1060 1.8019  0.4396
Si2 -3.0752 -1.1246 2.1224  0.4033
Si3 -3.6247 1.1689 -1.7826  0.3623
O1 0.9064 2.8625 -1.0851  -0.0328
N1 2.7641 -1.4701 4.8740  0.2258
N2 3.8660 0.5102 5.0911  0.2190
N3 0.8941 1.5214 -1.5046  -0.1423
N4 2.3000 0.3727 3.4656  0.1628
N5 0.7520 -0.4964 1.7885  0.0892
C1 -4.9109 -0.9629 2.4943  -0.1918
C2 -1.0293 2.9354 3.1853  -0.2331
C3 1.6671 -0.6939 -5.7590  -0.0123
C4 5.3755 0.7738 -2.0288  -0.0346
C5 3.3458 -3.2003 -0.4111  -0.0435
C6 -2.7073 -2.6680 1.1139  -0.2362
C7 -4.0844 3.4341 2.5024  -0.1760
C8 3.3348 -0.1009 -0.9960  -0.3696
C9 0.8713 1.4539 -2.8194  -0.0199
C10 -3.5947 -0.4785 -2.8375  -0.1838
C11 3.7652 0.3523 0.2219  -0.0942
C12 -2.0434 -1.2517 3.6785  -0.2056
C13 3.4865 -4.5963 -0.3036  -0.0351
C14 0.9348 -3.4370 -0.7799  -0.1398
C15 1.9151 -1.9349 -5.1570  -0.0062
C16 1.1423 0.3245 -4.9858  0.0080
C17 1.1021 0.2593 -3.5765  -0.2128
C18 1.6862 -2.0938 -3.7824  -0.0096
C19 2.0680 -2.6733 -0.7304  -0.3756
C20 -1.7838 4.5086 0.5448  -0.2128
C21 1.0365 -4.7771 -0.4256  -0.0370
C22 1.3366 -0.9762 -2.9372  -0.2898
C23 4.8913 1.1675 0.2674  -0.0428
C24 -2.8532 2.6364 -2.6997  -0.2030
C25 -5.4246 1.3221 -1.3214  -0.2120
C26 4.1617 0.1271 -2.1034  -0.0577
C27 2.3097 -5.3610 -0.2151  -0.0249
C28 2.9759 -0.2596 4.3987  -0.4494
C29 5.7074 1.3689 -0.8337  -0.0341
C30 1.5701 -0.1723 2.5893  -0.3368
H1 -1.5247 3.0405 4.1363  0.0245
H2 -2.9703 -2.4984 0.0850  -0.0036
H3 4.4781 -5.0297 -0.1472  0.1237
H4 -1.1917 5.2915 1.0569  0.0476
H5 4.1768 0.1286 5.9486  0.1150
H6 5.9791 0.9001 -2.9084  0.1242
H7 0.1533 -5.3869 -0.3367  0.1129
H8 4.0613 1.4261 4.7961  0.1135
H9 2.3240 -2.7682 -5.7774  0.1454
H10 6.4913 2.1349 -0.8025  0.1350
H11 -0.9638 -1.1205 3.4876  -0.0060
H12 5.2325 1.4440 1.2592  0.1151
H13 -3.3403 -3.5102 1.4491  0.0578
H14 3.2692 -0.0091 1.0954  0.0623
H15 0.6489 2.8018 -0.1134  0.1096
H16 -5.6378 0.8856 -0.3389  0.0170
H17 -1.9083 2.9819 -2.3743  -0.0215
H18 -5.5246 -1.3174 1.6676  0.0384
H19 -5.9863 0.6953 -2.0493  0.0535
H20 -5.8077 2.4020 -1.2755  0.0776
H21 -4.7847 2.8252 1.9043  0.0104
H22 3.2260 -1.7331 5.7393  0.1479
H23 -2.7544 2.4767 -3.7770  0.0442
H24 -2.1938 -2.2697 4.1385  0.0758
H25 -1.2017 4.1816 -0.3676  0.0062
H26 -4.1910 4.5243 2.3965  0.0422
H27 -4.6039 -0.8075 -2.6881  0.0081
H28 -0.2950 2.0544 3.1340  0.0305
H29 2.3589 -6.4132 -0.0317  0.1120
H30 2.0132 -1.9950 4.4133  0.1438
H31 0.8689 2.4043 -3.2647  0.1432
H32 -5.2027 0.1171 2.7354  0.0546
H33 -5.0742 -1.4951 3.4403  0.0532
H34 -3.5993 3.4541 -2.6143  0.0543
H35 0.7637 1.2174 -5.4271  0.1225
H36 -0.4207 3.8872 3.1546  0.0557
H37 3.8680 -0.2447 -3.0901  0.1181
H38 1.8576 -3.0349 -3.2578  0.1129
H39 0.0245 -2.9474 -1.0849  0.0940
H40 4.2485 -2.5164 -0.3319  0.1328
H41 -1.6386 -3.0243 1.0765  0.0412
H42 1.8947 -0.4380 -6.8137  0.1453
H43 -3.4277 -0.1144 -3.8856  0.0571
H44 -4.1270 3.0953 3.5930  0.0633
H45 -2.9828 -1.2835 -2.4896  -0.0023
H46 -2.3757 -0.5651 4.4282  0.0214
H47 -2.8239 4.7547 0.1287  0.0574

Summary:
highest occupied orbital energy (alpha / beta): -0.5828 / -0.6014 Ha
total charge: +3
multiplicity: 5
LUMO energy (alpha / beta): -8.4 / -11.4 eV
orbital gap (alpha / beta): 7.43 / 4.98 eV

=====

# C30H47N8O3PbS

C30H47N8O3PbS as an isolated structure (ωB97M-V/def2-TZVPD, the OMol25 dataset).

Each line ends with the Löwdin charge.
Positions of all 90 atoms, in Å:
Pb1 -0.5687 0.0878 1.0906  1.3616
S1 -3.1899 0.0518 -0.0064  0.5866
O1 -0.1970 3.0017 1.4114  -0.0473
O2 1.0990 0.9484 2.8815  -0.0858
O3 -0.6441 -2.1371 0.7398  -0.3538
N1 -1.1471 2.4581 1.9110  -0.1473
N2 -2.3892 -1.8903 -1.6158  0.0259
N3 -1.5919 -0.6263 3.2662  -0.0647
N4 -1.2093 2.4397 3.2617  -0.1186
N5 -3.2893 -0.0477 -2.6672  0.0270
N6 3.5668 1.3912 -1.5456  -0.1603
N7 1.6674 0.9617 -0.2103  0.0546
N8 3.3446 -0.6081 -0.3748  -0.1595
C1 3.9059 -1.4706 -1.4074  -0.0579
C2 -2.2867 2.6487 -5.1439  -0.1044
C3 -2.7682 2.3936 -2.6448  -0.2032
C4 1.8196 3.9423 4.8490  -0.0297
C5 -1.7227 2.3463 -3.7571  -0.2634
C6 -1.7051 -5.5149 1.4229  -0.0632
C7 0.2059 -2.6481 -3.4588  -0.2360
C8 -1.1977 -3.1289 1.4140  -0.3539
C9 2.9700 2.5452 -2.1861  -0.0547
C10 -0.3284 3.1160 4.1131  0.0157
C11 -2.2970 1.6513 3.8115  -0.1176
C12 -2.4380 -5.3886 2.6066  -0.0853
C13 -0.9293 -3.4791 -2.8719  -0.1837
C14 5.0220 1.3796 -1.5290  -0.0514
C15 -2.0189 -1.8184 3.4620  -0.0820
C16 -2.9171 -0.6668 -1.5488  -0.7682
C17 -1.8998 -3.0062 2.6387  -0.1300
C18 2.8168 0.6165 -0.7008  -0.4686
C19 -2.2762 -2.7711 -2.7792  -0.1492
C20 -1.0987 -4.4199 0.8545  -0.0220
C21 -3.8315 1.3085 -2.7481  -0.2050
C22 3.8187 2.9897 3.8534  -0.0304
C23 -2.5083 -4.1519 3.1937  -0.0451
C24 3.1468 2.0715 3.1439  0.0108
C25 3.1517 3.9257 4.7516  -0.0552
C26 1.6990 1.9336 3.2913  -0.3161
C27 1.0046 3.0234 4.0617  -0.0992
C28 0.5201 -1.3790 -2.6767  -0.0998
C29 2.7525 -1.3242 0.7415  -0.0637
C30 -1.7618 0.3346 4.3413  -0.1934
H1 1.3141 4.6703 5.4723  0.1214
H2 -0.6494 -3.8307 -1.8740  0.0853
H3 1.8389 -1.8624 0.4573  0.0639
H4 -3.0463 -4.0380 4.1281  0.1118
H5 4.8627 -1.8882 -1.0890  0.0927
H6 -1.6061 -6.4851 0.9520  0.1105
H7 5.3850 0.6191 -0.8459  0.0834
H8 -4.5808 1.4303 -1.9684  0.0978
H9 -2.4536 -2.2152 -3.6994  0.1111
H10 3.0848 3.4565 -1.5884  0.0959
H11 3.4765 -2.0520 1.1085  0.0973
H12 -0.5202 -4.5146 -0.0563  0.0962
H13 -2.0712 -2.2643 -0.7251  0.0871
H14 -2.9246 1.8426 -5.5130  0.0654
H15 -1.4890 2.7858 -5.8734  0.0721
H16 1.1006 -3.2746 -3.4886  0.1065
H17 4.0557 -0.9155 -2.3286  0.0832
H18 -0.9364 3.0665 -3.5208  0.1025
H19 -2.8850 3.5620 -5.1292  0.0791
H20 -3.2846 3.3572 -2.6676  0.1199
H21 0.6355 -1.5964 -1.6128  0.0523
H22 -0.0285 -2.4016 -4.4993  0.1111
H23 1.4491 -0.9243 -3.0265  0.0710
H24 2.5218 -0.6260 1.5453  0.0569
H25 4.8971 3.0444 3.7687  0.1157
H26 -2.2836 2.3153 -1.6681  0.0838
H27 -2.4339 -0.0397 5.1184  0.1235
H28 -3.0265 1.5080 3.0145  0.1257
H29 5.4262 1.1854 -2.5248  0.0925
H30 -0.7865 0.5118 4.8013  0.1232
H31 -2.9278 -6.2424 3.0517  0.1047
H32 -3.0701 -3.5175 -2.7064  0.1285
H33 3.4560 2.7079 -3.1482  0.0925
H34 3.7508 4.6224 5.3210  0.1118
H35 -1.0749 -4.3666 -3.4906  0.1185
H36 -4.3393 1.3680 -3.7105  0.1192
H37 -2.5320 -2.0157 4.4089  0.1259
H38 1.9107 2.3705 -2.3669  0.0807
H39 3.2225 -2.3003 -1.6136  0.0842
H40 1.4930 1.9561 -0.3188  0.0318
H41 -0.2652 -0.6249 -2.7775  0.0561
H42 -0.8138 3.7842 4.8202  0.1466
H43 -1.2418 1.3618 -3.7618  0.0852
H44 -3.1760 -0.5386 -3.5361  0.1246
H45 -2.7707 2.2003 4.6274  0.1336
H46 3.6415 1.3677 2.4885  0.1134
H47 5.3957 2.3510 -1.1946  0.0914

Summary:
highest occupied orbital energy: -0.3731 Ha
total charge: +1
LUMO energy: -3.9 eV
energy relative to the best compared isomer or geometry (same formula, charge and spin): 54.1 kJ/mol
orbital gap: 6.29 eV

=====

Calculated electronic energy (eV), listed in the same order as above: -118431.1249 -66012.4540